Entry 1:
{
  "formula": "C26H16AlF15GeIS5",
  "method": "wB97M-V/def2-TZVPD",
  "symbols": ["Al", "C", "C", "S", "C", "C", "S", "C", "C", "S", "C", "C", "S", "H", "H", "H", "H", "H", "H", "H", "H", "H", "H", "H", "H", "H", "H", "H", "H", "I", "F", "C", "C", "C", "F", "C", "F", "C", "F", "C", "F", "Ge", "S", "C", "C", "F", "C", "F", "C", "F", "C", "F", "C", "F", "C", "C", "F", "C", "F", "C", "F", "C", "F", "C", "F"],
  "coordinates": [[9.266784, 16.198305, 10.577219], [7.626411, 12.609675, 11.820696], [6.855851, 13.216179, 10.676171], [6.946548, 15.011887, 10.603465], [6.520259, 15.279450, 8.825494], [7.573877, 14.839420, 7.832304], [9.171797, 15.629413, 8.161264], [10.244146, 14.211034, 8.318657], [11.618936, 14.677593, 8.756522], [11.593681, 16.263082, 9.687505], [12.391445, 15.698085, 11.201738], [11.640470, 14.683653, 12.112680], [9.932450, 15.121633, 12.471988], [7.090741, 11.759906, 12.218128], [7.784312, 13.313179, 12.668427], [5.828856, 12.934005, 10.782656], [7.174858, 12.831277, 9.684764], [6.318543, 16.350359, 8.814867], [5.642616, 14.638768, 8.729660], [7.238320, 15.071699, 6.851955], [7.601733, 13.752692, 7.915829], [10.368113, 13.752337, 7.319754], [9.849886, 13.475940, 9.063787], [12.254840, 14.969595, 7.871936], [12.226257, 13.862101, 9.242509], [12.580757, 16.549431, 11.860365], [13.301483, 15.166154, 10.958877], [12.122726, 14.653164, 13.118416], [11.590269, 13.662106, 11.670020], [8.610319, 18.753916, 10.569357], [6.051740, 10.490435, 9.904983], [6.823387, 10.274923, 8.814581], [8.151273, 9.907482, 9.010687], [8.907297, 9.507602, 7.895890], [10.174823, 9.151037, 8.090077], [8.334378, 9.582039, 6.614989], [9.091760, 9.382476, 5.520836], [7.026500, 9.935054, 6.432408], [6.441253, 9.855874, 5.233612], [6.273858, 10.344399, 7.536045], [4.955480, 10.666238, 7.283319], [8.943201, 9.912629, 10.847912], [9.310694, 12.077047, 11.404889], [8.084331, 8.984682, 12.386271], [6.874027, 8.353772, 12.144966], [6.584630, 7.908744, 10.883815], [6.005301, 7.981648, 13.175358], [4.823486, 7.377869, 12.953660], [6.469914, 8.195840, 14.495193], [5.605414, 7.781011, 15.486183], [7.692130, 8.715003, 14.839922], [8.063547, 8.801846, 16.125520], [8.490065, 8.992609, 13.709050], [9.793225, 9.243758, 13.988694], [10.623793, 8.975583, 10.660571], [11.833861, 9.599064, 10.333987], [11.771729, 10.860811, 9.804075], [13.073283, 9.014922, 10.465456], [14.168445, 9.659421, 9.990754], [13.199991, 7.637657, 10.827677], [14.387080, 7.067833, 10.761622], [12.005574, 6.978940, 11.073113], [12.037713, 5.677988, 11.280681], [10.771307, 7.649601, 11.024297], [9.657212, 6.978699, 11.387330]],
  "forces_ev_per_angstrom": [[-0.135, 0.565, 0.511], [0.655, 0.233, 0.855], [0.560, -0.349, -0.942], [0.218, 0.815, -0.503], [-0.063, 0.002, 1.397], [-0.183, -0.395, 1.186], [-0.729, 0.031, -0.139], [0.444, -1.336, 0.038], [1.917, 0.301, -1.106], [0.258, -0.774, 0.977], [-0.181, -0.790, 1.749], [-0.273, -0.354, -0.357], [-0.729, 0.788, -0.620], [-0.246, -0.202, 0.122], [-0.312, -0.360, -0.596], [-0.805, 0.180, 0.042], [0.023, 0.045, 0.735], [-0.358, -0.112, -0.355], [-0.281, 0.547, -0.449], [-0.114, 0.338, -0.953], [0.709, -0.021, -0.206], [-0.331, -0.003, 0.557], [0.046, 0.527, -0.664], [-0.840, -0.425, 0.627], [-0.891, 0.938, -0.030], [0.204, 0.226, -0.582], [0.535, 0.475, -0.358], [-0.009, -0.087, -0.975], [0.451, 0.651, 0.336], [0.202, -1.489, -0.066], [0.177, 0.239, -0.483], [-0.059, -0.163, -0.390], [-0.129, -0.579, 0.249], [-1.160, 0.944, 0.549], [-0.196, 0.000, -0.954], [1.886, -0.301, -0.368], [-0.261, -0.284, 0.550], [-1.137, 0.252, 0.270], [0.559, 0.287, 0.633], [-1.641, -0.146, -0.364], [1.723, -0.327, 0.768], [0.386, -0.244, 0.044], [0.223, -0.649, -0.220], [-0.726, 0.002, -0.503], [-1.224, -1.122, -0.109], [0.025, 0.937, 0.809], [0.794, 0.159, 0.130], [1.014, 0.470, 0.186], [-2.981, -1.069, 0.946], [1.270, 0.637, -1.156], [0.091, -0.398, -1.151], [0.076, 0.008, -1.222], [1.408, 0.731, 1.413], [-0.443, 0.544, -0.302], [1.688, -0.161, 0.445], [-0.343, 0.596, -0.044], [0.148, -0.490, 0.427], [0.841, -0.692, -0.777], [-0.712, -0.354, 0.599], [-1.016, 2.055, -0.700], [-0.402, -0.166, 0.236], [0.195, -0.013, -0.157], [-0.156, -0.544, 0.340], [-0.306, 0.180, 0.339], [0.649, -0.300, -0.267]],
  "spin_multiplicity": 1,
  "total_charge": 1,
  "lumo_ev": -2.9
}



Entry 2:
{
  "formula": "C26H16Br3F6N4NdO9S2",
  "method": "wB97M-V/def2-TZVPD",
  "symbols": ["Nd", "C", "C", "C", "C", "C", "C", "Br", "C", "C", "Br", "C", "O", "C", "N", "H", "H", "H", "H", "H", "H", "O", "C", "O", "C", "O", "O", "Br", "C", "C", "C", "C", "C", "C", "N", "C", "C", "C", "C", "C", "C", "N", "H", "H", "H", "H", "H", "H", "H", "H", "H", "F", "C", "F", "F", "S", "O", "O", "N", "S", "O", "O", "C", "F", "F", "F", "H"],
  "coordinates": [[-0.308851, -0.124107, 0.050255], [-2.925351, 1.201393, -1.882445], [-2.477651, 2.261093, -0.926345], [-3.065551, 3.505293, -0.900545], [-2.587051, 4.427193, 0.018855], [-1.530051, 4.104593, 0.903155], [-1.022151, 5.018393, 1.847655], [-1.694251, 6.794493, 2.049055], [0.013049, 4.661693, 2.693755], [0.558149, 3.382593, 2.608855], [1.988749, 3.030893, 3.846955], [0.106349, 2.398293, 1.685455], [0.635149, 1.225593, 1.636155], [-0.969451, 2.799693, 0.820955], [-1.470251, 1.927293, -0.096445], [-3.744351, 1.549293, -2.519945], [-3.273751, 0.323493, -1.329445], [-2.092651, 0.906393, -2.528645], [-3.874651, 3.762993, -1.572145], [-3.053751, 5.406693, 0.035355], [0.402649, 5.366793, 3.420355], [-4.261051, -0.197607, 1.723355], [-3.145151, -0.275807, 1.093255], [-2.038751, 0.267693, 1.458555], [-3.153751, -1.113607, -0.238645], [-4.275751, -1.641207, -0.571645], [-2.053751, -1.213907, -0.896845], [6.773649, 1.860093, -1.392145], [5.254549, 1.020493, -0.645345], [5.410949, 0.076893, 0.366255], [4.285249, -0.546807, 0.921255], [2.995849, -0.234807, 0.472455], [2.868649, 0.718793, -0.546845], [3.984849, 1.346593, -1.107145], [1.796549, -0.788507, 0.946855], [1.750049, -1.677107, 1.881655], [0.461149, -2.229407, 2.346155], [0.445149, -3.184607, 3.354155], [-0.790151, -3.679407, 3.762855], [-1.949351, -3.205707, 3.155155], [-1.828251, -2.250807, 2.157255], [-0.647751, -1.751007, 1.738155], [6.400549, -0.183007, 0.732155], [4.451449, -1.275007, 1.706055], [1.873349, 0.972393, -0.906745], [3.846049, 2.080593, -1.895545], [2.644549, -2.075407, 2.385355], [1.359849, -3.539807, 3.814055], [-0.850651, -4.427907, 4.548255], [-2.926551, -3.571607, 3.451455], [-2.703851, -1.850807, 1.653555], [-2.421451, -2.252207, -2.796645], [-1.807751, -1.712907, -3.883445], [-2.774751, -0.992307, -4.533145], [-1.491851, -2.738507, -4.729145], [-0.347151, -0.667607, -3.481745], [-0.641151, 0.002593, -2.214045], [-0.212151, 0.262993, -4.611045], [0.815749, -1.745107, -3.452645], [0.725649, -2.661107, -2.165745], [-0.200051, -3.789307, -2.282745], [0.682549, -1.961307, -0.882145], [2.396149, -3.388707, -2.270145], [3.384949, -2.449507, -2.208345], [2.651449, -4.284407, -1.273345], [2.590949, -4.060707, -3.444845], [1.056849, 1.078393, -1.099045]],
  "forces_ev_per_angstrom": [[0.133, 1.678, -0.714], [-0.844, 0.681, -0.485], [1.379, -1.625, 0.423], [0.324, 1.742, 1.215], [-0.543, -0.456, -0.776], [-0.372, 0.268, -0.168], [0.917, -0.079, 0.856], [-0.144, -0.020, -0.156], [-0.634, 0.163, -0.538], [-0.204, -0.174, -0.301], [-0.331, -0.269, -0.457], [1.263, -0.243, 1.203], [-0.196, 1.692, 0.734], [-1.145, 1.007, -0.714], [-0.727, 2.451, -1.178], [-0.034, 0.169, 0.218], [-0.061, 1.064, -0.980], [-1.042, 0.485, 0.410], [0.046, -0.089, 0.021], [0.220, -0.010, 0.217], [-0.078, -0.082, -0.118], [3.006, -0.117, -1.452], [-3.168, 1.944, 1.729], [-2.455, -0.673, 0.395], [-2.805, -2.453, -1.046], [3.157, 1.351, 0.783], [-2.009, -0.710, 2.987], [0.464, 0.165, -0.145], [-0.933, -0.293, 0.245], [-0.287, -0.265, 0.226], [0.215, 0.125, -0.115], [1.353, 0.842, -0.709], [5.946, -1.197, 1.679], [-0.049, -0.609, 0.642], [1.425, -2.215, 2.320], [0.475, 0.833, -0.749], [0.056, 0.435, -0.500], [-0.575, -0.155, 0.141], [-0.053, 0.102, -0.079], [0.448, -0.166, 0.174], [0.702, -0.094, -0.328], [-0.051, -2.951, 2.557], [-0.132, 0.067, -0.080], [0.056, -0.034, 0.069], [0.374, 0.231, -0.139], [0.005, 0.040, -0.038], [-0.204, 0.188, -0.161], [0.016, 0.119, -0.104], [0.030, 0.079, -0.075], [0.094, 0.112, -0.115], [0.389, -1.174, 0.776], [1.026, 0.216, -2.805], [-3.072, -1.663, -0.046], [1.094, -0.095, 0.495], [0.200, 0.956, 0.592], [0.014, 3.399, -1.066], [1.763, -1.689, -4.046], [-0.040, -2.092, 1.468], [-0.297, 0.246, 0.835], [-1.708, -1.983, 0.670], [1.736, 1.376, 0.095], [1.234, -2.312, -2.199], [2.711, -0.678, -0.438], [-1.216, -0.675, 0.084], [-0.714, 0.887, -0.662], [-0.577, 0.614, 0.992], [-5.574, 1.611, -1.569]],
  "spin_multiplicity": 4,
  "total_charge": -2,
  "lumo_ev": [3.7, 3.7],
  "s2": 3.7532
}



Entry 3:
{
  "formula": "C26H16F9FeN3O7",
  "method": "wB97M-V/def2-TZVPD",
  "symbols": ["Fe", "O", "C", "O", "C", "C", "C", "C", "C", "N", "C", "O", "O", "H", "H", "H", "H", "H", "O", "C", "O", "C", "C", "C", "C", "C", "C", "C", "C", "C", "N", "H", "H", "H", "H", "H", "H", "F", "C", "F", "F", "C", "O", "C", "F", "F", "F", "C", "F", "F", "F", "C", "C", "C", "N", "C", "C", "H", "H", "H", "H", "H"],
  "coordinates": [[-0.602292, 0.144986, 0.082012], [-3.408245, -0.088258, 3.356547], [-2.447656, 0.270288, 2.500107], [-1.552811, -0.487380, 2.088806], [-2.606891, 1.701412, 2.100051], [-3.349356, 2.543598, 2.974755], [-3.658894, 3.835325, 2.496698], [-3.327969, 4.129890, 1.202551], [-2.597117, 3.183321, 0.427329], [-2.141033, 2.025446, 0.890400], [-2.443629, 3.622828, -1.055607], [-1.472584, 4.581192, -1.307047], [-3.139490, 3.227571, -1.965830], [-3.553626, -1.041643, 3.445278], [-3.728687, 2.242672, 3.964831], [-4.144649, 4.574949, 3.145367], [-3.700611, 5.014958, 0.741800], [-1.095444, 4.902166, -0.441992], [-3.774410, -2.357682, -1.211810], [-2.625276, -1.905013, -0.902485], [-2.402827, -0.718242, -0.466736], [-1.393962, -2.701809, -1.217412], [-1.530933, -4.001417, -1.842291], [-0.418810, -4.705947, -2.273875], [0.816406, -4.072399, -2.067585], [2.061449, -4.639326, -2.490152], [3.274666, -4.006837, -2.216508], [3.322853, -2.795699, -1.451951], [2.134214, -2.258343, -1.044443], [0.863767, -2.790170, -1.409504], [-0.252622, -2.114355, -1.041681], [-2.533774, -4.375171, -1.900908], [-0.431763, -5.728047, -2.687549], [2.065283, -5.611929, -2.951261], [4.168065, -4.498028, -2.532826], [4.275135, -2.339447, -1.263323], [2.127132, -1.404994, -0.365756], [0.866952, -2.029199, 2.588786], [2.002546, -1.409581, 2.833181], [2.278104, -1.517864, 4.158854], [3.015190, -2.076803, 2.215743], [1.862905, 0.130644, 2.166852], [1.220881, 0.034390, 1.020974], [1.115219, 1.045266, 3.290514], [0.515126, 2.093277, 2.678291], [0.123128, 0.374693, 3.937500], [1.917447, 1.514834, 4.247531], [3.317475, 0.616984, 1.986894], [4.180839, 0.234717, 2.934161], [3.358276, 2.008746, 1.952734], [3.873851, 0.250667, 0.807008], [1.396763, 1.869638, -3.789190], [0.013190, 1.698649, -3.708425], [-0.575948, 1.230625, -2.514870], [0.208351, 1.034260, -1.403024], [1.531804, 1.380944, -1.415858], [2.150202, 1.780495, -2.587013], [1.878941, 2.050603, -4.726859], [-0.653330, 1.862752, -4.553690], [-1.627698, 1.103288, -2.407617], [2.050827, 1.277814, -0.488582], [3.205373, 2.081679, -2.531885]],
  "forces_ev_per_angstrom": [[-1.313, -2.187, 1.949], [-0.128, 0.255, -0.189], [1.984, -2.123, -0.547], [-2.264, 1.748, 0.766], [-0.963, 0.231, 1.586], [0.194, 0.531, -0.997], [0.295, -0.782, 1.088], [0.544, -1.300, -0.725], [-0.415, 1.623, -0.448], [-0.666, 0.258, -0.086], [0.277, -0.183, -1.108], [-0.551, -0.458, 1.680], [1.108, 0.430, 1.716], [0.634, -0.038, -0.176], [0.541, -0.133, -0.779], [0.041, -0.437, -0.378], [0.036, 0.609, -0.335], [-0.384, -0.550, -1.198], [3.066, 0.776, 1.049], [-3.184, 0.065, -1.114], [0.282, 0.255, 0.181], [-0.390, -1.595, -1.284], [0.621, 0.118, 0.377], [-0.954, 0.626, 0.632], [1.373, 0.821, -0.044], [0.682, 0.996, 0.930], [-1.522, -0.023, 0.237], [-0.924, -1.282, -1.048], [-0.012, 0.733, 0.244], [0.909, -1.130, -0.131], [0.532, 0.256, 0.669], [-0.282, -0.163, -0.143], [-0.275, 0.712, 0.099], [-0.060, -0.153, -0.251], [0.551, -0.091, -0.169], [0.176, 0.165, 0.383], [-0.066, -0.029, -0.409], [-0.141, -0.384, 0.044], [0.669, 0.922, -0.250], [-0.377, 0.545, -0.618], [-0.653, 0.278, -0.053], [-0.281, -1.753, 1.931], [-0.327, 0.586, 0.217], [-0.197, -0.476, -0.442], [0.283, -0.260, 0.160], [0.678, 0.180, -0.461], [0.126, -0.018, -0.293], [1.388, 1.803, -0.605], [-0.551, 0.105, 0.063], [-0.279, -1.133, 0.127], [-0.720, -0.194, 0.454], [-0.227, -0.261, 1.757], [-0.389, -0.686, 0.475], [3.009, 0.947, 0.251], [0.588, 1.559, -2.499], [-1.432, -0.148, -1.409], [-0.197, 0.362, -0.681], [0.145, 0.379, -0.318], [0.331, -0.076, 0.057], [-0.589, -0.385, 0.061], [0.143, -0.066, 0.262], [-0.493, -0.377, -0.257]],
  "spin_multiplicity": 5,
  "lumo_ev": [-0.9, -1.0],
  "s2": 6.0129
}